# 1
The following is a quantum chemistry calculation of a molecular structure, C23H39FGeN2O3SV at a distorted geometry, from OMol25.

Geometry as ORCA input:
```
! RIJCOSX wB97M-V def2-TZVPD def2/J DEFGRID3
* xyz 2 2
V 0.53096 0.54069 0.39311
C 0.24318 0.15991 -3.02611
C 0.72005 -1.12954 -2.37339
C 2.13516 -1.51363 -2.76708
C -0.23748 -2.26293 -2.72015
O 0.67648 -0.93097 -0.90343
Ge -0.49617 -1.99039 0.22484
O 0.48155 -0.69168 1.72307
C 1.13229 -1.14253 2.96738
C 0.34087 -0.49563 4.09305
C 2.57762 -0.69850 2.97666
C 1.02780 -2.65744 3.00839
O -1.49163 -0.40988 0.11241
C -2.86183 -0.44707 0.65291
C -3.21195 0.92742 1.18360
C -3.77054 -0.82918 -0.50531
C -2.96061 -1.46977 1.78076
H 0.17012 0.02586 -4.10532
H -0.75126 0.41711 -2.65185
H 0.93294 0.98577 -2.85154
H 2.16458 -1.73844 -3.83365
H 2.85613 -0.71804 -2.58643
H 2.45180 -2.40528 -2.22575
H -0.23441 -2.42504 -3.79797
H 0.06640 -3.20401 -2.25721
H -1.26568 -2.01814 -2.43689
H 0.35975 0.59115 3.99529
H -0.69451 -0.83492 4.08682
H 0.77883 -0.76007 5.05536
H 2.65936 0.38909 2.92217
H 3.05238 -1.02252 3.90322
H 3.12129 -1.14969 2.14707
H -0.01417 -2.98296 3.00107
H 1.55570 -3.11192 2.16773
H 1.48195 -3.02982 3.92642
H -3.22191 1.64871 0.36713
H -4.20909 0.90954 1.62297
H -2.49776 1.23240 1.95058
H -3.66809 -0.11576 -1.32391
H -3.52588 -1.82576 -0.87978
H -4.81286 -0.84227 -0.18637
H -2.23824 -1.25552 2.57097
H -3.95697 -1.43029 2.22076
H -2.82158 -2.49509 1.42909
F 6.19892 1.90619 3.30119
C 5.26270 1.80404 2.37795
C 5.29894 0.71213 1.50978
C 4.31335 0.60259 0.56556
C 3.29046 1.58714 0.45130
C 2.33507 1.47087 -0.59138
C 3.31475 2.69524 1.34477
C 4.28820 2.80099 2.30428
H 6.09800 -0.01126 1.59699
H 4.32163 -0.23108 -0.12634
H 1.83121 2.37288 -0.93295
H 2.56728 0.75099 -1.36122
H 2.57554 3.47846 1.24448
H 4.33633 3.64034 2.98414
C -2.49264 4.00328 2.91850
N -2.44125 3.99491 1.45918
C -3.40546 4.56031 0.64440
C -3.02007 4.36709 -0.63368
N -1.82107 3.68720 -0.57551
C -1.47925 3.45503 0.70267
S -0.01809 2.74228 1.27686
H -2.36689 5.02078 3.28140
H -1.69164 3.37835 3.30139
H -3.45354 3.61021 3.24253
H -4.27195 5.05131 1.04998
H -3.47841 4.65558 -1.56203
H -1.24393 3.43970 -1.36210
*
```

Calculated values
Calculated total energy = -4753.5402 a.u.

Need the Löwdin charges? In units of e they are:
1 V 0.82
2 C -0.01
3 C -0.62
4 C -0.01
5 C -0.06
6 O -0.46
7 Ge 1.21
8 O -0.41
9 C -0.62
10 C -0.01
11 C -0.02
12 C -0.04
13 O -0.40
14 C -0.65
15 C -0.03
16 C -0.01
17 C -0.05
18 H 0.11
19 H 0.09
20 H 0.08
21 H 0.11
22 H 0.07
23 H 0.10
24 H 0.11
25 H 0.08
26 H 0.08
27 H 0.09
28 H 0.08
29 H 0.11
30 H 0.08
31 H 0.11
32 H 0.09
33 H 0.08
34 H 0.09
35 H 0.11
36 H 0.08
37 H 0.11
38 H 0.07
39 H 0.09
40 H 0.09
41 H 0.10
42 H 0.07
43 H 0.11
44 H 0.07
45 F 0.13
46 C -0.24
47 C 0.02
48 C -0.02
49 C -0.30
50 C -0.09
51 C -0.04
52 C 0.03
53 H 0.14
54 H 0.13
55 H 0.07
56 H 0.04
57 H 0.08
58 H 0.14
59 C 0.01
60 N -0.11
61 C -0.01
62 C -0.02
63 N 0.10
64 C -0.69
65 S 0.78
66 H 0.11
67 H 0.07
68 H 0.11
69 H 0.15
70 H 0.14
71 H 0.17


# 2
The following is a quantum chemistry calculation of 2 unconnected molecules or ions with the total composition C23H39FN3O7 at a distorted geometry, from OMol25.

Geometry as ORCA input:
```
! RIJCOSX wB97M-V def2-TZVPD def2/J DEFGRID3
* xyz 1 1
C -6.83734 2.52642 2.58855
C -6.72457 1.19625 1.58182
O -6.36581 -0.03532 2.30648
C -6.53511 -1.23808 1.45268
C -5.14271 -1.71260 0.71052
O -4.20933 -2.44774 1.61528
C -3.01529 -2.83225 0.79125
C -1.80978 -3.47846 1.75371
O -0.45542 -3.17657 1.26600
C 0.29275 -2.30581 2.18746
C 0.23146 -0.76500 1.54047
C 1.50001 -0.20065 0.60626
C 1.20062 1.31115 0.04825
C 2.30921 2.09991 -0.90372
C 2.57067 1.38582 -2.35579
C 4.15676 1.73331 -2.75696
F 1.75501 2.06786 -3.42472
C -0.18191 2.09507 0.39968
O -0.48527 3.44580 -0.13444
C -1.01064 3.36247 -1.51350
C -1.86203 1.99868 -1.84154
N -1.17334 1.43890 1.28390
N -0.90634 0.19069 1.73321
N -1.92384 -0.33526 2.57177
C -1.63706 -0.08350 3.89026
C -2.35258 -1.09707 5.00977
C -0.69587 1.12140 4.48059
H -7.78913 3.18791 2.30396
H -5.89585 3.24443 2.47283
H -6.99380 2.21968 3.71678
H -5.83186 1.43485 0.82922
H -7.75688 1.15094 1.01899
H -7.08306 -2.11866 2.02872
H -7.28665 -0.93544 0.57630
H -5.43739 -2.38258 -0.22274
H -4.62614 -0.72429 0.31467
H -2.66085 -1.81615 0.28878
H -3.32848 -3.65123 -0.00185
H -2.04551 -3.10251 2.83641
H -2.03537 -4.64988 1.76088
H 1.43534 -2.63855 2.09642
H -0.05511 -2.34709 3.30392
H 2.47824 -0.82907 0.39770
H 3.31609 2.18800 -0.28198
H 1.94689 3.22425 -1.07410
H 2.41012 0.22600 -2.34296
H 4.52877 2.73878 -2.23453
H 4.30141 1.89849 -3.91389
H 4.89074 0.85267 -2.45198
H -0.20035 3.47319 -2.35212
H -1.77138 4.26963 -1.66696
H -2.61362 1.78488 -0.94020
H -1.19354 1.02707 -1.97056
H -2.54584 2.06805 -2.80236
H -2.09128 -2.22606 4.83723
H -1.97248 -0.81959 6.10323
H -3.53457 -1.01394 4.96081
H -0.63391 0.97141 5.66200
H -1.26353 2.13445 4.31850
H 0.41098 1.11201 4.08861
C 7.74618 -0.78460 -5.96506
C 7.89944 -0.78486 -4.45776
C 8.37108 -2.09236 -3.89702
O 7.85648 -2.05855 -2.57750
C 6.73955 -1.27091 -2.62087
O 5.93564 -1.16252 -1.71008
O 6.64276 -0.62194 -3.82017
H 7.21912 0.11668 -6.29580
H 8.72148 -0.82450 -6.45921
H 7.14878 -1.63793 -6.30402
H 8.54374 0.04586 -4.14519
H 9.46110 -2.17553 -3.88567
H 7.95041 -2.96594 -4.40862
*
```

Calculated values
Calculated total energy = -1689.7805 a.u.

Need the Löwdin charges? In units of e they are:
1 C -0.11
2 C -0.25
3 O -0.23
4 C -0.16
5 C -0.17
6 O -0.23
7 C -0.16
8 C -0.15
9 O -0.17
10 C -0.11
11 C 0.04
12 C 0.14
13 C 0.00
14 C -0.11
15 C -0.24
16 C -0.07
17 F -0.12
18 C -0.10
19 O -0.11
20 C -0.21
21 C -0.11
22 N 0.19
23 N -0.15
24 N 0.11
25 C -0.21
26 C -0.04
27 C -0.05
28 H 0.08
29 H 0.08
30 H 0.08
31 H 0.12
32 H 0.12
33 H 0.15
34 H 0.13
35 H 0.14
36 H 0.12
37 H 0.12
38 H 0.14
39 H 0.10
40 H 0.15
41 H 0.16
42 H 0.13
43 H 0.14
44 H 0.14
45 H 0.14
46 H 0.15
47 H 0.10
48 H 0.10
49 H 0.07
50 H 0.12
51 H 0.15
52 H 0.08
53 H 0.09
54 H 0.10
55 H 0.07
56 H 0.09
57 H 0.11
58 H 0.10
59 H 0.11
60 H 0.09
61 C -0.02
62 C -0.35
63 C -0.11
64 O 0.07
65 C -0.50
66 O 0.11
67 O 0.07
68 H 0.09
69 H 0.10
70 H 0.09
71 H 0.16
72 H 0.15
73 H 0.15


# 3
The following is a quantum chemistry calculation of 2 unconnected molecules or ions with the total composition C23H39N2O4S at a distorted geometry, from OMol25.

Geometry as ORCA input:
```
! RIJCOSX wB97M-V def2-TZVPD def2/J DEFGRID3
* xyz 0 2
C -0.23451 2.71193 3.09769
C -1.08279 3.12830 1.88078
C -2.32740 3.85156 2.42978
C -1.56291 1.92492 1.04093
C -0.54969 1.28968 0.08929
C -1.21239 0.49375 -1.05121
C -2.34149 1.16007 -1.84316
C -1.93587 1.99806 -3.05849
S -0.97867 1.08998 -4.30157
C 0.34923 0.27063 0.84135
C -0.38272 -0.85072 1.60046
C 0.11563 -2.24687 1.24046
C 1.63534 -2.41276 1.29414
N 2.28359 -2.26760 -0.00687
C 3.26453 -1.35752 -0.28908
C 3.61574 -1.46861 -1.63672
C 2.80855 -2.49851 -2.17590
C 2.00145 -2.96901 -1.14691
C 0.41820 2.31183 -0.56251
C 0.79609 3.57538 0.23928
C 2.00853 3.35555 1.14618
C 1.21178 4.67932 -0.75627
N -0.36860 4.08704 1.00895
O -1.14623 4.84984 0.33329
H -0.89777 2.55220 3.94148
H 0.30958 1.78712 2.95227
H 0.43656 3.52064 3.37354
H -3.07696 4.00920 1.66372
H -2.77440 3.26885 3.22893
H -2.03260 4.82666 2.80899
H -2.44691 2.27630 0.51847
H -1.91898 1.19427 1.76551
H -1.58687 -0.46137 -0.68757
H -0.41625 0.23162 -1.75015
H -2.98396 0.36634 -2.22400
H -2.98370 1.78625 -1.22753
H -1.43920 2.92229 -2.78598
H -2.84269 2.30144 -3.57709
H 0.25447 1.47591 -3.95353
H 1.05695 0.78198 1.48490
H 0.94699 -0.19353 0.05910
H -0.25584 -0.71338 2.67606
H -1.44966 -0.79672 1.39967
H -0.30775 -2.98284 1.92107
H -0.22487 -2.52640 0.24526
H 1.90099 -3.39146 1.68631
H 2.10132 -1.66586 1.93171
H 3.64550 -0.69756 0.46843
H 4.35950 -0.87280 -2.13158
H 2.80298 -2.85536 -3.18906
H 1.25828 -3.74107 -1.18539
H 0.07207 2.63299 -1.53809
H 1.34281 1.76278 -0.73930
H 2.84240 3.01545 0.54177
H 2.26860 4.28697 1.64280
H 1.84316 2.60950 1.91732
H 1.24839 5.63783 -0.24750
H 0.54968 4.73695 -1.60920
H 2.22629 4.46175 -1.08334
C -1.51072 -7.45274 -1.00769
C -1.11655 -6.12447 -1.62049
O -0.69971 -5.37233 -0.47438
C -0.33752 -6.24635 0.49938
O 0.20401 -5.93970 1.50856
O -0.67873 -7.50793 0.15512
H -1.31027 -8.30410 -1.65216
H -2.55526 -7.47426 -0.69248
H -0.27210 -6.21379 -2.30601
H -1.93658 -5.61754 -2.12177
*
```

Calculated values
Calculated total energy = -1708.3751 a.u.

Need the Löwdin charges? In units of e they are:
1 C -0.02
2 C -0.45
3 C -0.04
4 C -0.05
5 C -0.38
6 C -0.15
7 C -0.24
8 C -0.56
9 S 0.71
10 C -0.15
11 C -0.18
12 C -0.17
13 C -0.12
14 N -0.13
15 C -0.12
16 C -0.10
17 C -0.10
18 C -0.10
19 C -0.04
20 C -0.45
21 C -0.03
22 C -0.03
23 N -0.12
24 O -0.01
25 H 0.08
26 H 0.06
27 H 0.09
28 H 0.08
29 H 0.08
30 H 0.09
31 H 0.10
32 H 0.13
33 H 0.11
34 H 0.10
35 H 0.10
36 H 0.10
37 H 0.06
38 H 0.06
39 H -0.15
40 H 0.09
41 H 0.10
42 H 0.11
43 H 0.10
44 H 0.11
45 H 0.10
46 H 0.12
47 H 0.12
48 H 0.11
49 H 0.08
50 H 0.08
51 H 0.10
52 H 0.09
53 H 0.13
54 H 0.09
55 H 0.09
56 H 0.05
57 H 0.09
58 H 0.07
59 H 0.09
60 C -0.11
61 C -0.11
62 O 0.03
63 C -0.57
64 O 0.17
65 O 0.07
66 H 0.13
67 H 0.13
68 H 0.13
69 H 0.13